Density functional theory data (ωB97M-V/def2-TZVPD) for a structure of composition C2F6NO4RbS2 in a non-equilibrium geometry.

Its total energy is -1851.482369 a.u. As for the LUMO energy: -2.155 eV. The calculation puts the energy above the lowest of the compared OMol25 structures with the same formula, charge and spin at 255.6 kJ/mol. The charge is 0.

```
16
Properties=species:S:1:pos:R:3:forces:R:3
Rb -3.160 -0.549 3.293 0.4 0.0 -0.4
C -1.185 1.623 -1.284 1.4 -1.3 -2.7
F -0.021 2.280 -1.585 -2.6 -0.5 0.2
F -1.524 1.871 -0.055 -0.9 1.1 0.8
F -2.197 1.884 -2.212 1.7 0.6 1.9
S -0.947 -0.251 -1.448 4.9 -0.3 -3.1
O -2.217 -0.792 -1.757 -1.6 -0.5 1.2
O 0.054 -0.420 -2.601 -2.9 0.7 4.2
N -0.315 -0.659 0.129 -8.0 1.3 -2.4
S 1.143 -0.602 -0.019 7.7 0.7 0.5
O 1.621 -1.853 -0.540 1.0 0.3 -0.3
O 1.723 0.689 -0.451 -0.8 -2.1 0.8
C 1.655 -0.745 1.834 0.3 -1.2 -4.0
F 2.863 -0.258 1.956 0.8 0.8 0.7
F 0.798 -0.184 2.615 -1.4 1.5 2.1
F 1.709 -2.034 2.125 -0.1 -0.9 0.7
```
Forces are in eV/Å.

Mulliken population analysis, charges in e, atoms 1 to 2: Rb 0.982; C 0.664

=====

Density functional theory data (ωB97M-V/def2-TZVPD) for a structure of composition C2FLi2O2Tl in a non-equilibrium geometry.

Its total energy is -514.078438 a.u. As for the LUMO energy: -1.734 eV. The calculation puts the energy above the lowest of the compared OMol25 structures with the same formula, charge and spin at 64.4 kJ/mol. The charge is 0.

```
8
Properties=species:S:1:pos:R:3:forces:R:3
C -1.422 1.472 1.230 0.2 -0.7 -0.4
O -2.293 2.406 1.243 0.0 -0.1 -0.2
Li 0.731 0.265 -1.789 -0.7 -0.2 1.4
Li -3.118 1.876 -0.393 0.6 -0.1 0.5
F -2.459 0.506 -1.311 -0.2 1.1 -0.8
C -0.615 0.540 1.168 -1.0 1.4 0.0
O -0.002 -0.483 0.573 2.0 0.0 -1.0
Tl -1.892 -1.343 -0.211 -0.8 -1.4 0.5
```
Forces are in eV/Å.

Mulliken population analysis, charges in e, atoms 1 to 2: C 0.723; O -0.977

=====

no.,orbital gap (eV)
1,6.5678
2,4.2210